Record 1
C2H2N3O | ωB97M-V/def2-TZVPD

Calculated values
**Highest occupied orbital energy (alpha / beta)**: -13.78 / -13.72 eV
**Energy above the lowest of the compared OMol25 structures with the same formula, charge and spin**: 103.2 kcal per mole
**Orbital gap (alpha / beta)**: 7.10 / 7.02 eV
**Electronic energy**: -316.42555 Eh
**Net charge**: +1

Atoms and positions in Å:
1 C -0.646054 0.574097 -0.083011
2 C 0.152738 -0.186780 0.628327
3 N -1.192411 1.103626 -0.987461
4 N 0.077094 -0.123019 -2.927585
5 N 0.649793 -0.529434 1.733407
6 O -0.784153 0.549258 -2.760170
7 H 0.389093 -0.118477 2.636268
8 H 1.353900 -1.269272 1.760224

Forces on atoms 1 to 6 (eV/Å):
-0.560 0.542 -0.796
0.966 -0.987 -0.314
-0.997 1.178 2.430
-2.039 1.548 0.352
-0.016 0.044 0.645
2.775 -2.450 -2.173


Record 2
C2H2N3O2S | ωB97M-V/def2-TZVPD

Calculated values
**Highest occupied orbital energy**: -3.51 eV
**Energy above the lowest of the compared OMol25 structures with the same formula, charge and spin**: 49.5 kcal per mole
**Orbital gap**: 6.90 eV
**Electronic energy**: -790.33607 Eh
**Net charge**: -1

Atoms and positions in Å:
1 C 1.440410 0.613202 -0.219928
2 C -0.489679 -0.107530 0.190541
3 N 0.194148 0.978593 -0.273020
4 N 0.300467 -1.104928 0.533093
5 N 1.545119 -0.643252 0.271774
6 O -2.801651 0.960368 0.835128
7 O -2.522920 -0.369394 -1.504052
8 S -2.306895 -0.306027 0.265658
9 H 2.285833 1.204390 -0.510006
10 H 2.355164 -1.225422 0.410809

Forces on atoms 1 to 6 (eV/Å):
0.064 -0.357 0.202
0.333 -0.247 -0.109
-0.270 0.464 -0.132
-0.152 -0.489 0.270
-0.263 0.360 -0.195
-0.043 0.303 0.206


Record 3
C2H2N3O3S | ωB97M-V/def2-TZVPD

Calculated values
**Highest occupied orbital energy**: -4.17 eV
**Energy above the lowest of the compared OMol25 structures with the same formula, charge and spin**: 0.0 kcal per mole
**Orbital gap**: 7.96 eV
**Electronic energy**: -865.63791 Eh
**Net charge**: -1

Atoms and positions in Å:
1 C 1.418556 -0.530645 -0.179693
2 C -0.721640 0.330996 -0.000270
3 N 0.591225 -1.489451 -0.165263
4 N 0.560178 0.693144 0.059480
5 N -0.704013 -1.087596 -0.149139
6 O 3.457249 0.121401 1.319028
7 O -1.698409 1.034419 0.109793
8 O 3.354903 0.991963 -0.949417
9 S 3.283217 -0.204663 -0.104029
10 H 0.697487 1.650440 -0.226762
11 H -1.246239 -1.838803 0.214034

Forces on atoms 1 to 6 (eV/Å):
-2.448 3.249 1.036
-1.121 -1.786 0.930
1.939 -2.187 -0.661
1.601 -0.980 -1.270
1.285 1.395 -0.107
-0.246 0.021 0.538


The highest net charge belongs to which entry?
C2H2N3O


Which of these has the lowest electronic energy?
C2H2N3O3S